[1]
ORCA calculation (ωB97M-V with the def2-TZVPD basis set) on a structure of composition C24H40B2F4N6O4W.

Summary:
- LUMO (alpha / beta) (eV) = -13.1 / -15.3
- HOMO (alpha / beta) (eV) = -20.40 / -20.67
- gap between HOMO and LUMO (alpha / beta) (eV) = 7.33 / 5.38
- multiplicity = 3
- total energy (eV) = -56678.735
- max |F| (eV/A) = 1.4
- charge = +4
- <S²> = 2.032

Each line ends with the Mulliken spin population.
CARTESIAN COORDINATES (ANGSTROEM)
W: -0.10 -0.58 -0.02  0.659
C: -2.74 -3.51 2.27  0.007
C: -1.93 -2.40 1.74  0.032
N: -1.58 -2.23 0.51  -0.061
O: -1.88 -3.27 -0.32  -0.002
B: -2.96 -3.15 -1.20  0.002
F: -3.06 -4.06 -2.13  0.000
F: -3.80 -2.15 -1.07  0.001
O: -0.89 -1.11 -1.84  -0.019
N: 0.13 -1.84 -1.45  -0.003
C: 0.76 -2.94 -1.59  0.030
C: 0.65 -3.94 -2.67  -0.005
C: 1.76 -2.96 -0.46  0.051
N: 1.52 -2.00 0.38  -0.011
O: 2.51 -1.75 1.28  -0.003
B: 2.25 -1.97 2.63  -0.002
F: 3.10 -1.53 3.50  0.000
F: 1.09 -2.53 2.99  0.001
O: 0.45 0.19 1.88  -0.009
N: -0.56 -0.66 1.84  0.038
C: -1.27 -1.38 2.62  0.118
C: -1.33 -1.34 4.09  -0.006
C: 2.87 -3.91 -0.38  0.002
H: -3.43 -3.91 1.53  0.002
H: -3.30 -3.20 3.16  0.000
H: -2.09 -4.33 2.57  0.007
H: -0.18 -3.71 -3.34  0.000
H: 0.49 -4.93 -2.24  0.003
H: 1.57 -3.98 -3.25  0.005
H: -0.73 -0.53 4.50  0.000
H: -0.96 -2.28 4.50  0.006
H: -2.37 -1.24 4.43  0.006
H: 3.20 -4.23 -1.37  0.001
H: 2.54 -4.82 0.15  0.006
H: 3.71 -3.50 0.18  0.001
C: -0.37 4.60 2.65  0.076
C: -1.01 3.27 3.14  0.039
C: -1.79 3.44 4.44  0.008
C: -1.66 2.49 2.08  0.186
C: -2.97 1.96 2.21  -0.015
C: -3.57 1.30 1.17  0.102
C: -2.90 1.13 -0.09  0.058
C: -3.70 0.81 -1.28  0.037
C: -1.52 1.49 -0.20  0.201
C: -0.97 2.25 0.84  0.183
H: 0.12 5.08 3.49  -0.001
H: -1.15 5.27 2.29  -0.001
H: 0.36 4.47 1.85  -0.004
H: -0.12 2.64 3.40  0.074
H: -2.62 4.15 4.31  0.002
H: -1.15 3.86 5.20  -0.001
H: -2.20 2.50 4.82  0.001
H: -3.54 2.15 3.11  0.002
H: -4.61 1.00 1.26  -0.006
H: -3.10 0.53 -2.15  0.003
H: -4.27 1.72 -1.54  0.031
H: -4.46 0.05 -1.08  0.016
H: -1.16 1.70 -1.20  -0.014
H: -0.02 2.73 0.67  -0.008
C: 0.13 1.12 -3.96  0.003
C: 1.43 0.40 -3.57  -0.009
N: 2.33 1.29 -2.82  0.072
C: 3.26 2.06 -3.68  -0.006
C: 4.51 1.26 -4.04  0.007
C: 2.34 1.37 -1.52  -0.006
C: 3.34 2.30 -0.87  -0.003
N: 1.52 0.68 -0.67  0.089
H: -0.51 0.44 -4.54  0.000
H: 0.35 1.98 -4.59  -0.001
H: -0.42 1.45 -3.09  0.004
H: 1.96 0.09 -4.47  0.000
H: 1.24 -0.48 -2.97  0.010
H: 3.53 3.00 -3.20  0.002
H: 2.71 2.32 -4.58  0.001
H: 5.00 0.86 -3.15  0.000
H: 5.22 1.92 -4.55  0.000
H: 4.29 0.44 -4.71  -0.001
H: 4.35 2.10 -1.21  0.001
H: 3.32 2.21 0.22  -0.002
H: 3.11 3.34 -1.12  0.000
H: 1.87 0.91 0.25  0.015



[2]
ORCA calculation (ωB97M-V with the def2-TZVPD basis set) on a cluster of 3 separate species, C24H40BNO11P2 in total.

Summary:
- LUMO (eV) = -0.9
- HOMO (eV) = -8.44
- gap between HOMO and LUMO (eV) = 7.58
- total energy (eV) = -68806.698
- max |F| (eV/A) = 2.6
- SMILES string = CCCCCCCCCC1=C(P(=N)(O)O)C(=O)C(P(C)O)=C(B(O)O)C1=O.O=C1CCCO1.O=C1CCCO1

Each line ends with the Mulliken charge.
CARTESIAN COORDINATES (ANGSTROEM)
C: 4.39 -3.31 1.76  -1.180
C: 2.89 -2.94 1.67  -0.625
C: 2.63 -1.44 1.52  -0.449
C: 3.31 -0.84 0.28  0.281
C: 3.38 0.69 0.45  -0.738
C: 3.25 1.48 -0.85  -1.153
C: 1.86 1.45 -1.53  -0.112
C: 0.72 2.02 -0.68  -1.074
C: 0.08 0.88 0.18  0.148
C: -1.27 0.40 -0.29  -0.151
C: -2.32 0.25 0.49  0.689
P: -2.25 0.63 2.27  1.231
N: -1.50 -0.51 2.97  -0.851
O: -3.77 0.74 2.81  -0.497
O: -1.60 2.08 2.54  -0.454
C: -3.60 -0.27 -0.11  -0.120
O: -4.65 0.16 0.21  -0.535
C: -3.41 -1.33 -1.16  0.875
P: -4.62 -2.71 -1.32  0.022
C: -3.67 -4.29 -1.28  -1.122
O: -5.44 -2.69 0.13  -0.482
C: -2.38 -1.19 -1.97  -0.482
B: -2.04 -2.17 -3.19  1.177
O: -2.90 -2.26 -4.24  -0.628
O: -0.90 -2.92 -3.21  -0.743
C: -1.48 0.01 -1.75  -0.182
O: -1.02 0.59 -2.67  -0.568
H: 4.75 -3.75 0.84  0.262
H: 4.51 -4.01 2.58  0.379
H: 4.95 -2.40 2.00  0.301
H: 2.37 -3.49 0.88  0.302
H: 2.41 -3.26 2.60  0.441
H: 2.98 -0.89 2.40  0.380
H: 1.55 -1.32 1.48  -0.082
H: 2.71 -1.03 -0.62  -0.328
H: 4.28 -1.30 0.09  0.703
H: 2.60 0.98 1.16  0.242
H: 4.34 0.91 0.93  0.461
H: 3.98 1.20 -1.60  0.343
H: 3.45 2.53 -0.61  0.411
H: 1.57 0.47 -1.89  -0.105
H: 1.96 2.08 -2.42  0.370
H: -0.05 2.41 -1.34  0.579
H: 1.03 2.86 -0.06  0.413
H: 0.08 1.15 1.23  0.687
H: 0.75 0.03 0.09  -0.759
H: -1.20 -1.19 2.27  0.287
H: -4.12 1.59 2.49  0.292
H: -2.26 2.69 2.90  0.237
H: -2.64 -4.20 -0.95  0.366
H: -4.21 -5.03 -0.69  0.458
H: -3.65 -4.66 -2.30  0.290
H: -5.02 -3.32 0.73  0.306
H: -3.51 -1.51 -4.15  0.364
H: -0.15 -2.34 -3.40  0.147
O: -4.65 6.75 5.14  -0.556
C: -3.77 5.96 5.33  0.502
O: -2.46 6.23 5.10  -0.374
C: -1.67 5.05 5.31  -0.202
C: -2.50 4.17 6.22  -0.481
C: -3.92 4.53 5.80  -0.252
H: -1.48 4.59 4.34  0.054
H: -0.72 5.33 5.76  0.320
H: -2.27 3.11 6.13  0.321
H: -2.35 4.46 7.26  0.288
H: -4.27 3.92 4.97  0.099
H: -4.63 4.47 6.63  0.295
O: 2.20 -1.79 -3.06  -0.451
C: 2.59 -1.69 -4.19  0.397
O: 2.22 -2.55 -5.17  -0.394
C: 2.92 -2.24 -6.39  -0.496
C: 3.35 -0.79 -6.24  -0.630
C: 3.56 -0.67 -4.73  -0.105
H: 3.77 -2.92 -6.47  0.262
H: 2.26 -2.39 -7.23  0.354
H: 4.23 -0.53 -6.83  0.347
H: 2.54 -0.13 -6.55  0.283
H: 4.57 -0.96 -4.44  0.314
H: 3.33 0.32 -4.36  0.079



[3]
ORCA calculation (ωB97M-V with the def2-TZVPD basis set) on a structure of composition C24H40BrFN4SSiV.

Summary:
- LUMO (alpha / beta) (eV) = -2.8 / -2.9
- HOMO (alpha / beta) (eV) = -10.47 / -10.74
- gap between HOMO and LUMO (alpha / beta) (eV) = 7.70 / 7.84
- multiplicity = 3
- total energy (eV) = -148656.161
- max |F| (eV/A) = 0.2
- ΔE to the lowest compared entry with this formula, charge and spin (kcal/mol) = 0.0
- charge = +1
- <S²> = 2.036

Each line ends with the Mulliken spin population.
CARTESIAN COORDINATES (ANGSTROEM)
V: 0.59 -1.07 0.13  2.025
C: -0.49 -0.69 4.60  -0.001
Si: -1.01 -0.16 2.90  0.006
C: -1.86 1.52 2.95  0.001
C: -2.29 -1.36 2.26  0.019
N: 0.40 -0.13 1.82  -0.038
C: 1.59 0.45 2.27  -0.013
C: 1.71 1.48 3.22  -0.004
C: 2.95 2.01 3.56  0.001
C: 4.12 1.54 2.97  -0.002
C: 4.04 0.53 2.03  0.001
C: 2.80 0.03 1.72  0.029
F: 2.70 -0.98 0.78  0.010
H: -1.37 -0.76 5.25  0.000
H: 0.22 -0.02 5.08  0.000
H: -0.04 -1.69 4.56  0.000
H: -2.71 1.49 3.63  0.000
H: -2.26 1.82 1.98  -0.001
H: -1.21 2.34 3.29  0.000
H: -3.09 -1.36 3.00  0.001
H: -1.91 -2.38 2.21  -0.006
H: -2.73 -1.12 1.30  -0.001
H: 0.82 1.86 3.70  0.001
H: 3.00 2.79 4.30  0.000
H: 5.08 1.96 3.24  0.000
H: 4.92 0.12 1.54  0.000
C: 1.68 4.28 -0.88  0.000
C: 1.75 2.89 -1.43  -0.009
C: 2.29 2.62 -2.69  0.010
C: 2.37 1.32 -3.15  -0.004
C: 1.89 0.31 -2.33  0.045
Br: 2.00 -1.49 -2.85  0.008
N: 1.35 0.54 -1.14  -0.052
C: 1.29 1.81 -0.70  0.048
H: 1.26 4.98 -1.61  0.000
H: 2.68 4.64 -0.62  0.000
H: 1.08 4.32 0.03  0.000
H: 2.66 3.43 -3.31  0.000
H: 2.80 1.08 -4.11  0.000
H: 0.85 1.95 0.28  -0.007
C: -3.69 2.84 -0.86  0.000
C: -2.19 2.58 -0.87  0.000
N: -1.85 1.18 -0.69  0.001
C: -1.84 0.24 -1.64  0.026
S: -1.40 -1.38 -1.24  -0.012
N: -2.16 0.58 -2.88  0.001
C: -2.17 -0.34 -4.03  0.001
C: -3.47 -1.11 -4.16  0.002
H: -3.89 3.91 -1.00  0.000
H: -4.12 2.54 0.09  0.000
H: -4.21 2.29 -1.65  0.000
H: -1.71 3.13 -0.05  0.000
H: -1.72 2.94 -1.79  0.000
H: -1.68 0.84 0.25  0.008
H: -2.54 1.50 -3.04  0.000
H: -1.33 -1.02 -3.91  0.000
H: -1.99 0.27 -4.91  0.000
H: -3.65 -1.72 -3.27  0.000
H: -3.44 -1.76 -5.03  0.000
H: -4.32 -0.43 -4.28  0.000
C: 0.05 -5.37 -0.40  -0.008
C: 0.87 -4.11 -0.69  0.020
C: 2.34 -4.48 -0.91  -0.005
C: 0.74 -3.09 0.44  -0.116
H: 0.16 -6.11 -1.19  0.000
H: -1.01 -5.14 -0.30  0.001
H: 0.38 -5.83 0.54  0.000
H: 0.48 -3.68 -1.62  -0.005
H: 2.71 -5.02 -0.04  0.001
H: 2.97 -3.60 -1.03  -0.001
H: 2.46 -5.12 -1.78  0.000
H: 1.50 -3.26 1.21  0.000
H: -0.24 -3.18 0.93  0.019



Which value of max |F| does entry 3 give? 0.2 eV/A